[1]
2 unconnected molecules or ions with the total composition C23H38IN2O7S at a distorted geometry. Source: the Open Molecules 2025 dataset; level of theory: ωB97M-V/def2-TZVPD.

Geometry as XYZ:
```
72
Properties=species:S:1:pos:R:3:mulliken_charge:R:1
C 0.07 -2.48 -0.43 -0.689
C 1.70 -2.41 -0.36 1.408
C 2.20 -3.88 -0.88 -1.664
C 2.26 -2.08 1.11 0.309
C 3.47 -3.08 1.53 -1.549
C 2.90 -0.58 1.22 -1.000
O 1.89 0.31 0.67 0.667
N 2.35 1.55 0.32 -0.147
S 3.67 2.20 1.28 -0.083
C 1.16 2.50 0.54 -1.759
C 0.05 2.43 -0.61 2.322
C -0.14 3.89 -1.31 -0.836
C -0.48 3.82 -2.87 -0.840
C -1.85 3.07 -3.24 -0.727
I -1.69 2.57 -5.40 -0.048
C -1.37 2.15 0.16 -1.783
C -1.34 0.77 1.01 0.494
C -2.80 0.28 1.49 -0.829
C -3.27 -1.04 0.70 0.099
N -4.63 -0.83 0.10 0.234
C -4.74 -1.41 -1.23 -0.310
C -6.17 -1.05 -1.70 -0.486
C -6.86 -0.27 -0.50 -0.520
C -5.79 -0.15 0.62 -0.243
O 0.19 1.35 -1.56 -0.255
C 1.53 1.24 -2.11 -0.972
C 2.71 1.72 -1.13 0.703
C 4.12 1.09 -1.56 -0.051
O 4.25 -0.14 -1.92 -0.567
O 5.27 1.88 -1.61 -0.755
H -0.42 -2.60 0.59 0.183
H -0.27 -3.40 -1.06 0.359
H -0.31 -1.56 -1.01 -0.138
H 2.14 -1.66 -1.11 -0.259
H 3.29 -3.76 -1.18 0.317
H 2.00 -4.71 -0.12 0.313
H 1.59 -4.16 -1.82 0.512
H 1.45 -2.23 1.92 0.175
H 4.31 -3.11 0.72 0.400
H 3.07 -4.13 1.77 0.271
H 3.97 -2.61 2.46 0.363
H 3.89 -0.64 0.65 0.313
H 3.08 -0.45 2.36 0.388
H 3.14 2.21 2.58 0.228
H 1.63 3.55 0.49 0.360
H 0.76 2.40 1.61 0.456
H 0.77 4.57 -1.19 0.422
H -1.04 4.42 -0.80 0.307
H 0.36 3.40 -3.53 0.370
H -0.61 4.92 -3.22 0.405
H -2.74 3.79 -3.18 0.467
H -2.01 2.07 -2.71 0.204
H -2.24 2.04 -0.58 0.297
H -1.58 3.08 0.80 0.357
H -0.77 0.01 0.39 -0.558
H -0.73 0.91 1.98 0.272
H -3.51 1.17 1.39 0.427
H -2.76 0.01 2.60 0.338
H -2.55 -1.17 -0.19 -0.156
H -3.18 -1.99 1.34 0.189
H -3.90 -1.97 -1.74 0.308
H -6.61 -1.32 -2.71 0.313
H -7.92 0.12 -0.46 0.321
H -5.85 0.35 1.65 0.339
H 1.72 0.12 -2.32 0.398
H 1.69 1.77 -3.11 0.309
H 2.82 2.87 -1.29 0.256
C 1.89 -2.99 4.82 0.695
O 1.38 -4.03 4.32 -0.785
O 1.66 -2.91 6.16 -0.531
O 2.53 -2.06 4.29 -0.633
H 1.17 -3.76 6.16 0.303
```

Computed properties:
Orbital gap: 6.70 eV
F_max: 0.1358 hartree/bohr
E_LUMO: 1.59 eV
Highest occupied orbital energy: -5.11 eV
Total charge: -1

---

[2]
A single C6H2 molecule at a distorted geometry. Source: the Open Molecules 2025 dataset; level of theory: ωB97M-V/def2-TZVPD.

Geometry as XYZ:
```
8
Properties=species:S:1:pos:R:3:mulliken_charge:R:1
C 3.87 -0.84 0.17 -0.709
C 3.45 0.53 0.18 0.352
C 2.50 -0.77 -0.18 0.075
C 2.36 1.11 -0.36 -0.380
C 1.33 0.15 -0.04 0.688
C 0.05 -0.06 0.12 -0.604
H -0.56 0.78 0.39 0.313
H -0.13 -1.15 0.17 0.265
```

Computed properties:
Orbital gap: 7.97 eV
F_max: 0.0536 hartree/bohr
E_LUMO: -1.22 eV
ΔE to the lowest compared entry with this formula, charge and spin: 467.9 kJ/mol
Highest occupied orbital energy: -9.19 eV
Total charge: 0

---

[3]
2 unconnected molecules or ions with the total composition C8H9NO4 at a distorted geometry. Source: the Open Molecules 2025 dataset; level of theory: ωB97M-V/def2-TZVPD.

Geometry as XYZ:
```
22
Properties=species:S:1:pos:R:3:mulliken_charge:R:1
O -1.25 1.86 -0.62 -0.686
N -0.88 2.46 0.39 0.735
O -1.54 1.96 1.61 -0.496
C -0.39 3.62 0.47 -0.178
O 0.38 4.14 -0.54 -0.436
H -1.64 1.00 1.46 0.343
H -0.35 4.18 1.37 0.403
H 0.33 3.59 -1.26 0.312
O 1.34 1.34 0.10 -0.373
C 1.63 0.23 0.34 -0.380
C 0.70 -0.89 0.10 0.624
C 0.68 -1.99 0.96 -0.452
C 0.05 -3.11 0.61 -0.576
C -0.49 -3.20 -0.68 -0.208
C -0.51 -2.11 -1.54 -0.601
C 0.05 -0.90 -1.11 0.102
H 2.69 0.03 0.58 0.369
H 1.04 -1.79 1.95 0.375
H 0.13 -4.03 1.22 0.319
H -1.00 -4.14 -1.09 0.270
H -1.00 -2.31 -2.50 0.350
H 0.06 0.04 -1.83 0.184
```

Computed properties:
Orbital gap: 8.88 eV
F_max: 0.0876 hartree/bohr
E_LUMO: 0.41 eV
ΔE to the lowest compared entry with this formula, charge and spin: 342.1 kJ/mol
Highest occupied orbital energy: -8.46 eV
SMILES: [O-]/[N+](O)=C\O.O=Cc1ccccc1
Total charge: 0

---

[4]
A molecular structure, C17H18N3O2Pd at a distorted geometry. Source: the Open Molecules 2025 dataset; level of theory: ωB97M-V/def2-TZVPD.

Geometry as XYZ:
```
41
Properties=species:S:1:pos:R:3:lowdin_spin:R:1
Pd 0.11 -0.93 -1.21 1.317
C -3.03 2.05 -0.18 0.012
C -2.05 1.11 -0.80 0.024
N -1.25 0.40 -0.08 0.251
N -1.14 0.36 1.21 0.116
C -0.24 -0.50 1.72 0.023
O 0.46 -1.26 1.00 0.072
C -0.04 -0.52 3.18 0.004
C 0.91 -1.41 3.68 0.000
C 1.22 -1.41 5.03 0.000
C 0.56 -0.54 5.89 0.000
C -0.42 0.30 5.40 0.000
C -0.73 0.32 4.05 0.003
C -1.99 0.97 -2.26 0.008
C -2.67 1.85 -3.11 0.000
C -2.62 1.67 -4.48 0.001
C -1.88 0.61 -4.99 0.000
C -1.21 -0.21 -4.10 0.007
N -1.27 -0.05 -2.78 0.053
H -2.94 1.98 0.90 0.002
H -4.05 1.81 -0.49 0.000
H -2.81 3.08 -0.49 0.001
H 1.41 -2.08 3.00 0.000
H 1.97 -2.09 5.41 0.000
H 0.83 -0.53 6.93 0.000
H -0.94 0.96 6.08 0.000
H -1.49 0.98 3.66 0.002
H -3.23 2.68 -2.71 0.000
H -3.14 2.35 -5.14 0.000
H -1.80 0.44 -6.06 0.000
H -0.62 -1.04 -4.46 0.001
C 4.40 -0.35 -1.66 0.005
C 2.98 -0.76 -1.50 0.007
C 2.67 -2.15 -1.04 0.010
O 2.07 0.03 -1.73 0.080
H 5.11 -1.11 -1.36 0.001
H 4.58 0.56 -1.09 0.000
H 4.58 -0.09 -2.71 0.000
H 3.46 -2.86 -1.24 0.001
H 1.70 -2.49 -1.50 0.003
H 2.51 -2.09 0.05 -0.001
```

Computed properties:
Orbital gap (alpha / beta): 7.51 / 5.74 eV
F_max: 0.0348 hartree/bohr
Spin multiplicity: 3
E_LUMO (alpha / beta): -3.69 / -5.41 eV
ΔE to the lowest compared entry with this formula, charge and spin: 45.0 kJ/mol
Highest occupied orbital energy (alpha / beta): -11.20 / -11.15 eV
Total charge: +1

---

[5]
2 unconnected molecules or ions with the total composition H4NOPS at a distorted geometry. Source: the Open Molecules 2025 dataset; level of theory: ωB97M-V/def2-TZVPD.

Geometry as XYZ:
```
8
Properties=species:S:1:pos:R:3:mulliken_charge:R:1
O 0.47 1.31 -0.26 -0.395
P -1.00 1.33 -0.87 0.212
S -1.34 3.03 -1.71 -0.287
H 0.60 0.52 0.29 0.497
N 0.46 -1.24 0.59 -0.861
H -0.54 -1.37 0.84 0.296
H 0.33 -1.91 -0.26 0.282
H 1.04 -1.67 1.38 0.257
```

Computed properties:
Orbital gap: 8.60 eV
F_max: 0.0537 hartree/bohr
E_LUMO: -0.27 eV
ΔE to the lowest compared entry with this formula, charge and spin: 41.3 kJ/mol
Highest occupied orbital energy: -8.87 eV
SMILES: OP=S.N
Total charge: 0